ORCA calculation (ωB97M-V/def2-TZVPD) on an isolated molecule of C7H9ClFNO4 in a non-equilibrium geometry.

XYZ file:
```
23
Properties=species:S:1:pos:R:3
C 3.05395 0.19724 0.57542
C 1.61292 0.63893 0.56679
O 0.77096 -0.47386 0.57558
C -0.40902 -0.37182 0.02696
O -0.81188 0.95728 -0.21767
C -1.06453 -1.56676 -0.22693
C -2.48428 -1.66074 -0.75905
C -3.51280 -0.78752 -0.15239
F -3.79059 -1.18663 1.11267
C -4.11343 0.26508 -0.69416
Cl -5.22590 1.32022 0.12258
N -0.47978 -2.80540 0.18553
O 0.57156 -2.87783 0.79081
O -1.07853 -3.73923 -0.24650
H 3.05851 -0.81586 0.86451
H 3.62608 0.20885 -0.32553
H 3.68281 0.67027 1.34898
H 1.31401 1.26716 -0.27183
H 1.42291 0.96678 1.70328
H -1.66517 0.85287 -0.70640
H -2.26434 -1.56876 -1.89338
H -2.89201 -2.74107 -0.81505
H -3.89786 0.47451 -1.68868
```

Results
**SMILES**: CCO/C(O)=C(/C/C(F)=C/Cl)[N+](=O)[O-]
**Net charge**: 0
**Orbital gap**: 9.48 eV
**E_LUMO**: 0.28 eV

These are the Löwdin partial charges, in e, on atoms 1 to 8:
1 C -0.058
2 C -0.203
3 O -0.018
4 C -0.251
5 O 0.094
6 C -0.087
7 C -0.084
8 C -0.378